Below is a structure of composition C24H18BrN4NaO7, with properties calculated with wB97M-V/def2-TZVPD.

As for the charge: -2. As for the HOMO energy: -2.536 eV. As for the total energy: -119932.19963 eV.

The geometry in XYZ format:
```
55
Properties=species:S:1:pos:R:3:forces:R:3
Br -2.254 1.134 -2.800 -0.01 -0.15 0.05
Na 0.680 -0.518 0.452 -0.29 -0.20 -0.59
O 4.935 -0.274 0.452 -0.08 0.01 -0.07
O 2.730 -0.602 0.088 0.86 0.07 0.05
O -0.681 -4.792 -0.538 0.06 0.34 0.13
O -3.859 0.813 3.755 -0.15 -0.03 0.14
O -0.093 0.750 1.874 -0.69 0.39 0.58
O 4.808 -4.759 5.648 0.02 -0.13 0.03
O 2.666 -4.617 5.748 -0.05 -0.14 0.04
N -2.224 0.064 0.084 -0.29 0.30 0.33
N 3.735 -4.352 5.234 0.04 0.61 -0.43
N -0.248 -2.607 0.375 -0.18 -0.61 -0.17
N -2.236 -0.210 1.390 0.14 0.36 -0.04
C -4.409 -2.146 -6.483 0.03 0.01 0.10
C 2.557 -2.158 2.441 0.00 0.06 0.07
C 2.537 -3.019 3.530 -0.15 0.12 -0.10
C -3.018 -1.594 -3.018 -0.04 -0.22 -0.45
C -2.658 -0.624 -2.180 0.04 0.21 0.50
C 4.960 -3.044 3.534 0.14 0.08 -0.10
C -0.450 -3.688 -0.079 -0.07 0.08 0.07
C -2.226 -1.188 -6.710 -0.02 -0.01 0.07
C -2.900 -0.310 5.651 0.08 -0.01 0.00
C 3.742 -3.441 4.056 0.01 -0.45 0.45
C -0.583 -0.943 5.600 -0.10 0.06 -0.10
C -2.601 -0.839 -0.730 0.11 -0.13 -0.56
C 4.958 -2.177 2.455 0.01 -0.04 0.08
C -1.800 -0.897 6.266 0.03 0.00 -0.06
C -1.370 0.709 2.239 0.24 -0.37 -0.02
C -3.384 -1.685 -7.298 0.06 0.02 0.10
C -0.492 -0.406 4.317 0.06 -0.08 0.09
C 3.765 -1.724 1.896 -0.07 -0.08 0.12
C 3.818 -0.762 0.693 -0.05 -0.03 -0.13
C -2.782 0.214 4.368 -0.11 0.07 -0.09
C -3.130 -1.584 -4.497 0.10 -0.01 0.21
C -4.276 -2.099 -5.101 -0.12 -0.05 -0.09
C -2.097 -1.146 -5.328 -0.03 0.07 -0.04
C -1.579 0.162 3.671 0.16 -0.04 0.08
H 1.616 -1.821 2.026 0.13 -0.21 0.05
H 0.438 -0.396 3.759 -0.02 0.00 0.03
H -1.898 1.675 2.187 -0.07 0.20 -0.11
H -3.479 -1.724 -8.378 0.00 0.01 0.04
H -1.185 -0.780 -4.876 0.01 0.02 -0.01
H -5.079 -2.462 -4.468 0.01 0.00 -0.02
H 1.603 -3.356 3.959 0.02 0.02 -0.01
H -2.840 -1.850 -0.399 -0.02 -0.02 -0.03
H -2.178 -1.198 1.624 0.23 -0.10 -0.07
H 5.879 -1.815 2.018 0.00 0.00 0.00
H -1.411 -0.839 -7.333 0.00 -0.01 0.02
H -5.313 -2.547 -6.925 -0.01 0.00 0.01
H 5.878 -3.407 3.976 -0.02 0.01 -0.01
H -3.855 -0.256 6.166 -0.01 -0.01 0.00
H 0.284 -1.396 6.066 -0.03 0.01 -0.02
H -1.901 -1.313 7.261 0.00 0.00 0.01
H -3.260 -2.538 -2.534 -0.02 -0.01 -0.05
H -4.615 0.740 4.350 0.10 0.02 -0.09
```
Forces are in eV/Å.